Version one
{"formula": "C3H12O4", "method": "the ωB97M-V functional and the def2-TZVPD basis", "species": ["C", "O", "C", "C", "H", "H", "H", "H", "H", "H", "H", "H", "O", "H", "H", "O", "H", "H", "O"], "coordinates": [[0.506, 1.833, 1.740], [-0.352, 1.053, 2.567], [0.876, 1.087, 0.473], [1.448, -0.117, 0.443], [1.399, 2.031, 2.341], [-0.035, 2.693, 1.374], [-1.242, 1.385, 2.425], [0.464, 1.424, -0.472], [1.300, -0.827, -0.369], [2.123, -0.388, 1.236], [4.241, 2.653, -0.693], [4.489, 3.738, -1.700], [4.059, 3.586, -0.852], [-4.205, -3.741, -1.712], [-3.317, -4.031, -2.996], [-4.060, -3.540, -2.646], [-2.681, -3.517, 0.176], [-2.533, -2.665, -1.146], [-2.479, -2.655, -0.188]], "total_charge": 0, "homo_ev": -9.43, "smiles": "C=CCO.O.O.O", "lumo_ev": 0.551}

Version two
{"formula": "C3H12O4", "method": "the ωB97M-V functional and the def2-TZVPD basis", "species": ["C", "C", "C", "O", "H", "H", "H", "H", "H", "H", "H", "H", "O", "H", "H", "O", "H", "H", "O"], "coordinates": [[2.584, -0.883, 0.125], [1.376, -0.054, 0.082], [0.317, -0.261, -0.686], [-0.674, 0.606, -1.051], [3.145, -0.936, -0.818], [3.394, -0.667, 0.829], [2.325, -1.956, 0.252], [1.348, 0.843, 0.707], [-0.117, -1.258, -0.931], [-1.255, 0.203, -1.723], [-2.435, -1.901, -1.645], [-2.882, -1.278, -2.942], [-2.243, -1.163, -2.236], [0.874, 2.686, 2.640], [-0.232, 2.996, 1.571], [0.650, 2.640, 1.712], [-1.809, 0.111, 0.638], [-1.894, 0.077, 2.128], [-2.469, 0.193, 1.350]], "total_charge": 0, "homo_ev": -8.05, "smiles": "C/C=C/O.O.O.O", "lumo_ev": 0.347}

Name the most stable of them. version two.

Version one
{"formula": "C5H13N2S", "method": "the ωB97M-V functional and the def2-TZVPD basis", "species": ["C", "C", "S", "N", "H", "H", "H", "H", "H", "H", "C", "C", "C", "N", "H", "H", "H", "H", "H", "H", "H"], "coordinates": [[0.191, -0.106, 2.328], [1.620, 0.425, 2.317], [2.341, 0.411, 0.650], [0.106, -1.347, 1.527], [-0.449, 0.641, 1.844], [-0.166, -0.248, 3.326], [2.249, -0.193, 3.010], [1.653, 1.451, 2.751], [0.279, -2.175, 2.141], [0.940, -1.193, 0.886], [0.435, -0.034, -2.253], [-1.002, 0.220, -1.902], [-1.767, 1.106, -2.562], [-1.476, -0.543, -0.825], [0.632, -1.142, -2.374], [1.094, 0.343, -1.427], [0.711, 0.481, -3.152], [-2.811, 1.320, -2.300], [-1.339, 1.693, -3.401], [-0.836, -0.786, -0.073], [-2.405, -0.325, -0.509]], "total_charge": -1, "homo_ev": -2.91, "lumo_ev": 3.986}

Version two
{"formula": "C5H13N2S", "method": "the ωB97M-V functional and the def2-TZVPD basis", "species": ["C", "N", "C", "C", "S", "C", "N", "C", "H", "H", "H", "H", "H", "H", "H", "H", "H", "H", "H", "H", "H"], "coordinates": [[0.512, 0.102, -1.052], [1.151, -1.068, -0.446], [0.957, -1.363, 0.985], [2.226, -2.021, 1.620], [1.860, -2.609, 3.280], [-0.697, 0.618, -0.319], [-1.269, 1.782, -1.039], [-2.714, 2.023, -0.938], [1.234, 0.929, -1.165], [0.211, -0.205, -2.060], [2.056, -1.228, -0.846], [0.855, -0.445, 1.568], [0.106, -2.014, 1.116], [2.985, -1.264, 1.447], [2.482, -2.883, 0.991], [-1.519, -0.080, -0.155], [-0.436, 0.978, 0.682], [-0.773, 2.605, -0.765], [-3.198, 1.082, -0.664], [-2.944, 2.864, -0.288], [-3.086, 2.197, -1.953]], "total_charge": -1, "homo_ev": -2.27, "smiles": "CNCCNCC[S-]", "lumo_ev": 3.192}

Name the most stable of them. version one.

Version one
{"formula": "C10H11FN3", "method": "the ωB97M-V functional and the def2-TZVPD basis", "species": ["C", "C", "C", "C", "C", "C", "C", "C", "C", "C", "N", "N", "N", "F", "H", "H", "H", "H", "H", "H", "H", "H", "H", "H", "H"], "coordinates": [[-0.569, -1.321, 0.291], [0.303, -0.519, -0.327], [-1.647, 0.473, -0.530], [-2.759, 1.348, -0.513], [-4.002, 0.745, -0.166], [-4.097, -0.602, 0.189], [-2.931, -1.260, 0.485], [4.321, 0.221, -0.012], [3.289, 1.312, 0.287], [2.892, -0.121, 0.393], [-1.796, -0.771, 0.082], [-0.318, 0.597, -0.808], [2.133, -0.680, -0.671], [2.236, -2.060, -0.539], [-0.298, -2.245, 0.816], [-2.529, 2.364, -0.694], [-4.981, 1.221, -0.065], [-5.016, -0.919, 0.396], [-3.017, -2.201, 1.057], [4.716, -0.121, -0.895], [5.061, -0.003, 0.678], [3.228, 1.979, 1.199], [2.796, 1.866, -0.630], [2.813, -0.432, 1.459], [0.170, 1.130, -1.479]], "total_charge": 1, "homo_ev": -13.17, "lumo_ev": -3.778}

Version two
{"formula": "C10H11FN3", "method": "the ωB97M-V functional and the def2-TZVPD basis", "species": ["C", "C", "C", "C", "C", "C", "C", "N", "N", "C", "N", "C", "F", "C", "H", "H", "H", "H", "H", "H", "H", "H", "H", "H", "H"], "coordinates": [[0.509, 3.173, 0.365], [0.149, 2.030, -0.644], [0.386, 2.073, -2.091], [0.027, 0.926, -2.936], [-0.555, -0.319, -2.386], [-0.781, -0.354, -0.949], [-1.361, -1.608, -0.175], [-0.379, -1.885, 0.932], [0.860, -2.185, 0.468], [1.561, -2.344, 1.620], [0.735, -2.149, 2.726], [-0.538, -1.838, 2.267], [-1.643, -1.538, 2.926], [-0.435, 0.808, -0.095], [-0.200, 4.038, 0.329], [0.570, 2.722, 1.398], [1.558, 3.512, 0.131], [0.854, 3.001, -2.513], [0.233, 0.982, -4.037], [-0.804, -1.203, -3.022], [-2.343, -1.295, 0.273], [-1.470, -2.504, -0.833], [2.639, -2.593, 1.533], [1.032, -2.193, 3.701], [-0.604, 0.743, 1.014]], "total_charge": 1, "homo_ev": -12.01, "smiles": "Cc1cccc(Cn2nc[nH+]c2F)c1", "lumo_ev": -3.388}

Name the most stable of them. version two.

Version one
{"formula": "C6H11N2S", "method": "the ωB97M-V functional and the def2-TZVPD basis", "species": ["C", "C", "C", "C", "C", "C", "N", "N", "S", "H", "H", "H", "H", "H", "H", "H", "H", "H", "H", "H"], "coordinates": [[0.982, -0.314, 1.615], [1.112, -1.329, 2.497], [0.763, 1.449, -0.777], [-1.623, 0.746, -0.252], [-0.174, -0.559, -1.773], [-0.202, 0.299, -0.461], [-0.471, -1.866, 0.798], [0.177, -0.607, 0.642], [0.100, -2.582, 2.035], [1.467, 0.608, 1.749], [1.795, -1.323, 3.338], [0.407, 1.656, -1.841], [0.423, 2.312, -0.067], [1.817, 1.102, -0.695], [-1.836, 1.407, 0.597], [-2.038, 1.486, -1.054], [-2.288, -0.070, -0.246], [-0.495, -1.496, -1.551], [-0.711, -0.112, -2.535], [0.796, -0.807, -2.019]], "total_charge": 1, "homo_ev": -15.26, "lumo_ev": -5.250}

Version two
{"formula": "C6H11N2S", "method": "the ωB97M-V functional and the def2-TZVPD basis", "species": ["C", "C", "C", "C", "C", "C", "N", "N", "S", "H", "H", "H", "H", "H", "H", "H", "H", "H", "H", "H"], "coordinates": [[0.445, -0.645, -0.806], [-1.635, 0.697, 0.363], [0.196, -0.715, 0.475], [-0.629, -0.055, -1.712], [-2.208, 1.828, -1.683], [3.502, -1.463, 2.381], [-1.491, 0.830, -0.929], [-0.915, -0.162, 1.074], [1.960, -2.349, 2.245], [1.350, -0.997, -1.265], [-2.352, 1.328, 0.873], [-0.161, 0.522, -2.514], [-1.235, -0.851, -2.167], [-2.878, 1.345, -2.397], [-2.794, 2.466, -1.024], [-1.503, 2.448, -2.240], [3.324, -0.460, 2.760], [4.003, -1.429, 1.418], [4.117, -2.012, 3.094], [-1.095, -0.326, 2.055]], "total_charge": 1, "homo_ev": [-12.41, -12.49], "lumo_ev": [-5.874, -5.881]}

Name the most stable of them. version one.